[1]
{"formula": "C52H50FN9O3PTc", "method": "ωB97M-V/def2-TZVPD", "homo_energy_ev": [-9.36, -9.54], "fmax_ev_per_a": 1.05, "charge": 1, "orbital_gap_ev": [6.678, 6.162], "multiplicity": 4, "lumo_ev": [-2.68, -3.38], "energy_ev": -88488.03732, "s_squared": 3.792, "species": ["H", "C", "H", "H", "H", "H", "H", "Tc", "C", "H", "H", "C", "N", "O", "C", "C", "C", "C", "C", "C", "C", "C", "H", "N", "C", "H", "H", "C", "H", "H", "C", "H", "H", "C", "C", "H", "C", "N", "C", "C", "C", "C", "C", "C", "H", "N", "C", "H", "H", "H", "C", "C", "C", "C", "C", "H", "C", "C", "H", "H", "H", "C", "H", "H", "H", "C", "H", "C", "C", "H", "C", "C", "H", "H", "H", "C", "H", "H", "H", "N", "N", "H", "C", "C", "F", "C", "N", "N", "H", "H", "H", "C", "H", "C", "H", "C", "C", "C", "H", "P", "C", "N", "O", "C", "H", "O", "H", "H", "C", "C", "H", "C", "H", "C", "H", "H", "H"], "coordinates": [[-2.65, -1.69, -1.92], [-1.84, -3.22, -3.15], [6.03, -2.15, -2.74], [-2.76, -3.41, -3.68], [-6.05, -3.84, 0.11], [7.30, 0.94, -1.32], [-2.22, 1.66, -5.11], [-0.86, -0.56, 0.01], [0.87, -0.22, 1.02], [-5.83, 2.10, -1.93], [-5.70, -1.69, 1.28], [-4.05, 1.83, -3.05], [5.38, 1.51, -1.90], [-1.57, -4.66, 0.05], [-2.85, 1.28, -0.54], [-0.97, -0.42, 4.25], [1.11, -4.79, 4.17], [-0.20, -4.36, 3.97], [6.26, 0.71, -1.05], [4.40, -1.59, 3.96], [-1.74, -2.26, -2.15], [0.50, -3.74, -2.81], [4.87, 1.67, -3.92], [-1.16, -2.20, 1.24], [1.75, -5.88, 2.17], [-2.11, -4.06, 4.88], [4.72, -2.56, 4.34], [-0.67, -4.76, 6.31], [3.95, 0.77, 3.17], [-1.37, -4.77, 7.13], [-2.68, 1.50, -3.00], [6.09, 0.99, -0.01], [3.30, -0.13, -3.98], [6.21, -1.08, -2.62], [3.99, 1.40, -1.47], [-1.57, 2.20, 6.30], [3.10, 0.49, 2.56], [-0.70, -3.95, 2.70], [-3.97, -4.33, 0.02], [-2.73, 3.11, 1.69], [1.46, -1.15, 1.86], [-4.19, 1.61, -0.64], [3.92, -0.69, -3.28], [-0.50, 1.13, -3.96], [2.81, 2.46, 1.78], [-1.35, 0.05, 3.09], [5.55, 1.10, -3.29], [3.91, 1.75, -0.44], [4.67, -2.23, -0.76], [-0.58, -1.44, 4.27], [-3.56, -1.91, 1.33], [-2.27, 1.81, 1.76], [-2.68, -3.94, 0.34], [-0.71, -3.95, -3.45], [-1.74, -5.89, -0.63], [2.56, -5.49, 5.56], [-2.38, 3.47, 4.05], [-1.04, 0.31, 5.46], [2.58, -5.86, 1.48], [-4.78, 1.66, 0.27], [6.58, 1.32, -3.59], [1.53, -5.16, 5.44], [-3.37, -0.99, 1.86], [1.51, -2.61, -1.31], [-0.74, -0.15, 6.39], [-1.82, 1.32, 3.03], [1.59, -3.03, 2.66], [-0.31, -2.85, 1.99], [-1.08, -4.37, 5.05], [1.00, 0.46, -2.53], [2.46, 1.44, 1.77], [-4.78, 1.86, -1.89], [0.99, -5.43, 7.50], [-4.15, -5.26, -0.50], [7.24, -0.86, -2.91], [-2.11, 1.18, -1.76], [-0.74, -6.28, -0.79], [1.69, -6.85, 2.66], [3.37, 2.04, -2.10], [-0.80, 0.76, -1.63], [5.32, -0.33, -3.50], [0.17, 1.10, -4.80], [-1.82, 1.45, -4.12], [4.77, -1.14, -0.68], [-0.78, -4.91, -4.40], [-0.55, -2.02, -1.46], [6.06, -0.73, -1.21], [0.96, -2.44, 2.13], [-3.04, 3.51, 0.74], [-3.14, 4.95, 2.73], [3.79, -1.75, -3.49], [1.39, 1.08, 0.98], [-2.41, 4.10, 4.93], [-0.02, 0.78, -2.69], [-2.23, -5.75, -1.59], [-1.49, 1.60, 5.40], [-2.78, 3.93, 2.83], [-1.90, 2.15, 4.17], [4.71, -0.89, 0.38], [3.29, -0.35, -1.53], [-4.85, -2.31, 1.01], [-2.13, 0.99, 0.62], [3.14, -1.82, 3.33], [-5.05, -3.52, 0.36], [-2.32, -6.60, -0.03], [2.01, -4.85, 3.14], [5.14, -1.23, 3.24], [0.82, -5.68, 1.63], [0.57, -2.77, -1.82], [2.61, -0.80, 2.59], [0.93, 1.82, 0.33], [-2.47, -2.71, 1.00], [-4.51, 2.04, -4.01], [0.66, -5.13, 6.51], [1.36, -4.33, -3.09], [4.30, -0.89, 4.78], [-1.68, -4.15, 2.58]], "mulliken_charge": [0.285, -0.957, 0.394, 0.511, 0.419, 0.285, 0.487, -2.361, 2.905, 0.430, 0.497, -0.966, 0.110, 0.445, 0.096, 0.107, 0.433, 0.234, -0.964, -1.013, 0.108, -0.745, 0.403, 1.430, -0.609, 0.520, 0.257, -0.885, 0.592, 0.436, 1.132, 0.384, 0.400, -0.937, -1.295, 0.442, -0.318, 0.722, -0.740, -0.397, -1.445, -0.105, -1.199, -1.145, 0.458, 0.781, -0.933, 0.439, 0.493, 0.153, -0.108, -0.163, 0.147, 0.092, -1.443, 0.495, -0.949, -1.312, 0.319, 0.624, 0.316, -0.807, 0.135, 0.544, 0.558, -0.605, 0.496, -0.966, -0.511, 0.190, -1.539, -1.007, 0.434, 0.508, 0.330, -0.133, 0.208, 0.321, 0.379, 0.688, 0.126, 0.546, -1.050, -1.442, -0.397, 1.520, 0.138, 0.416, 0.525, 0.417, 0.432, -0.540, 0.419, -0.378, 0.482, -0.961, -0.987, 1.132, 0.162, 2.410, -1.052, 1.027, -0.245, -0.920, 0.480, -0.391, 0.365, 0.052, -0.472, 0.763, 0.457, -0.155, 0.455, -0.516, 0.547, 0.358, 0.264]}

---

[2]
{"formula": "C52H50N3O3", "method": "ωB97M-V/def2-TZVPD", "homo_energy_ev": -7.86, "fmax_ev_per_a": 3.39, "charge": 1, "orbital_gap_ev": 2.837, "multiplicity": 1, "lumo_ev": -5.02, "energy_ev": -65341.31703, "species": ["H", "C", "H", "H", "C", "H", "O", "C", "H", "C", "C", "C", "H", "C", "C", "C", "C", "C", "C", "C", "H", "H", "H", "H", "C", "H", "O", "C", "H", "H", "C", "H", "C", "C", "H", "C", "C", "C", "C", "C", "C", "H", "C", "C", "C", "C", "H", "C", "C", "C", "H", "N", "C", "H", "H", "H", "H", "C", "C", "C", "C", "H", "H", "H", "H", "H", "H", "C", "C", "H", "H", "H", "C", "H", "C", "C", "H", "C", "H", "H", "N", "C", "C", "H", "H", "C", "H", "H", "H", "H", "H", "H", "O", "C", "H", "N", "H", "H", "H", "H", "C", "C", "C", "C", "H", "C", "H", "C"], "coordinates": [[4.86, 3.53, -4.74], [-2.88, -0.96, -4.86], [2.15, -3.32, -3.26], [-4.43, 2.71, -3.70], [2.25, 4.46, -2.83], [1.22, 3.55, 3.83], [0.13, -2.37, 0.16], [-0.81, 0.88, 0.29], [-1.98, -0.79, -6.79], [3.71, 2.22, -3.52], [1.88, -3.92, -2.39], [3.08, -2.35, -0.83], [4.84, -0.21, -0.18], [-0.02, -1.83, -0.95], [1.92, 3.24, -2.29], [-0.46, 0.59, 4.26], [-2.30, 2.02, -1.35], [1.06, -0.96, -1.46], [2.82, -3.66, -1.26], [-2.32, -2.77, -0.99], [3.56, 5.53, -4.13], [1.10, 0.55, -4.38], [1.69, 5.34, -2.55], [0.26, 0.79, 0.44], [-0.22, 1.96, 3.99], [-4.64, 3.52, 5.26], [3.48, 2.04, 4.39], [-0.53, 1.56, -3.44], [3.49, -1.05, 3.91], [-2.82, -2.14, -0.25], [-3.02, 0.60, 4.47], [4.94, -0.72, 1.51], [-1.42, -1.62, -3.05], [4.23, 0.86, 4.70], [-2.99, 2.20, -0.54], [2.14, 1.68, 4.28], [-5.61, 1.68, 4.80], [-1.12, 1.35, -1.09], [-6.77, -0.32, 4.40], [-1.75, 0.00, 4.31], [-5.42, 0.31, 4.50], [4.27, 1.34, -3.78], [-0.36, -1.63, -3.97], [-1.71, 2.25, -3.65], [4.36, -4.50, 0.39], [4.31, -0.73, 0.62], [0.26, -1.40, -5.99], [4.03, 3.45, -4.05], [1.93, 0.30, 4.48], [-4.17, -0.22, 4.33], [3.40, -0.18, 0.84], [2.42, -1.21, -1.41], [-3.23, 1.96, 4.83], [0.86, -3.68, -2.10], [4.66, -6.60, 0.68], [4.70, 1.02, 5.68], [5.34, -3.04, 1.58], [-1.23, -2.03, -1.68], [2.27, 0.77, -2.13], [4.63, -3.21, 0.79], [-1.83, -1.02, -5.75], [-2.38, 2.58, 5.06], [-8.42, 1.04, 3.86], [0.63, -1.85, -3.62], [4.98, -5.61, 2.11], [5.03, 0.77, 3.96], [-4.07, -1.26, 4.09], [4.00, -2.13, 0.20], [1.04, 2.50, 4.01], [3.24, -5.72, -0.95], [-3.86, -0.67, -5.22], [1.11, 3.15, -1.59], [-0.24, 1.09, -2.15], [-6.87, -1.13, 5.13], [-0.57, -1.36, -5.30], [3.26, -0.34, 4.71], [1.00, 2.28, -4.74], [-2.61, 2.47, -2.62], [1.90, -4.96, -2.69], [-3.65, 4.22, -3.23], [0.95, 0.32, -1.92], [0.68, -0.24, 4.46], [2.64, 2.09, -2.64], [-1.19, 1.59, 1.03], [-3.53, -1.21, -2.85], [0.41, 1.37, -4.57], [-1.04, 2.59, 3.70], [-4.51, 3.26, -2.02], [-3.06, -3.13, -1.70], [-1.27, -0.09, 0.48], [6.13, -5.63, 0.76], [-0.12, 1.15, -5.50], [-6.95, 2.03, 4.90], [3.31, 4.57, -3.71], [-6.92, -0.75, 3.41], [3.14, -0.18, -1.86], [0.56, -1.30, 4.62], [-1.76, -1.07, 4.26], [-1.95, 2.60, -4.64], [3.29, -0.89, 5.66], [-7.73, 0.85, 4.69], [-2.70, -1.27, -3.54], [-3.87, 3.21, -2.90], [3.45, -4.71, -0.63], [-1.93, -3.64, -0.46], [-4.49, 2.49, 4.98], [-8.33, 0.68, 5.59], [5.07, -5.65, 1.02]], "mulliken_charge": [0.427, -0.954, 0.301, 0.344, -0.875, 0.482, -0.867, -2.323, 0.414, -0.701, -1.128, -0.347, 0.364, -0.413, 0.299, 1.112, -1.026, 0.046, 0.921, -2.442, 0.429, 0.289, 0.445, 0.293, -0.621, 0.470, -0.494, 2.226, 0.043, 0.286, 0.795, 0.410, 0.784, -0.375, 0.448, -0.001, 0.019, 1.546, -0.655, -0.125, 0.871, 0.479, 0.365, -1.043, 0.713, -1.454, 0.488, -0.774, 0.780, -0.688, 0.115, 1.808, -0.705, 0.131, 0.359, 0.304, 0.453, 1.266, 0.341, -1.235, -0.493, 0.770, 0.286, 0.378, 0.357, 0.295, 0.518, 1.494, -1.475, 0.364, 0.452, 0.451, -1.273, 0.290, -1.117, -0.498, 0.436, 0.877, 0.548, 0.323, 1.339, -0.750, 0.293, 0.718, 0.480, -2.397, 0.522, 0.404, 0.498, 0.094, 0.333, 0.610, -0.471, -0.422, 0.281, -1.319, 0.512, 0.458, 0.483, 0.379, -0.349, -1.053, -1.610, -1.286, 0.366, -1.275, 0.282, -1.523]}